1.
A 9-piece molecular cluster, C20H48B2F8N2O15 overall, computed with ωB97M-V/def2-TZVPD.

Each line ends with the Löwdin charge.
Positions of all 95 atoms, in Å:
F: -4.271 -1.732 -8.511  0.110
F: -5.445 4.801 -10.062  0.088
F: -4.778 3.216 -8.512  0.012
F: -4.786 -0.425 -6.626  0.070
F: -4.567 5.506 -8.032  0.129
F: -5.253 0.321 -8.781  0.069
F: -6.684 4.512 -8.136  0.095
F: -3.030 0.152 -8.068  0.095
O: -7.653 0.513 -3.330  0.006
O: -1.753 -1.958 -11.808  0.060
O: -3.301 -2.528 -13.153  0.049
O: -2.774 2.096 -3.323  0.063
O: -8.357 2.519 -2.995  0.037
O: -1.202 2.349 -10.607  0.104
O: -4.224 2.934 -4.823  0.102
O: -3.167 4.227 -3.314  0.019
O: -10.945 -0.341 -7.127  0.033
O: -9.876 0.936 -3.389  0.129
O: -9.132 -0.795 -8.117  0.021
O: -3.576 -0.723 -11.877  0.136
O: -9.304 1.183 -7.041  0.141
O: 1.031 2.542 -10.431  0.026
O: -0.140 2.420 -8.652  0.072
N: -6.064 2.028 -6.551  0.291
N: -3.859 1.746 -10.659  0.288
C: -3.037 0.775 -3.841  -0.193
C: -11.693 0.141 -5.997  -0.202
C: -9.332 3.558 -2.997  -0.214
C: -7.746 -0.645 -8.484  -0.016
C: -9.728 0.140 -7.400  -0.621
C: -12.953 0.848 -6.499  -0.068
C: -4.645 -2.435 -13.549  -0.049
C: -9.472 4.139 -4.392  -0.049
C: -1.045 -1.015 -10.959  -0.188
C: -1.301 2.713 -7.887  -0.196
C: -3.898 5.380 -3.760  -0.023
C: -7.747 -0.837 -3.686  -0.051
C: -2.154 -0.277 -3.210  -0.068
C: 0.315 -1.607 -10.721  -0.059
C: -0.201 2.359 -9.957  -0.604
C: -2.953 -1.644 -12.252  -0.637
C: -3.509 3.057 -3.873  -0.578
C: -8.737 1.294 -3.320  -0.602
C: 1.232 2.244 -11.823  -0.026
C: -1.585 4.187 -7.852  -0.044
B: -5.370 4.565 -8.666  -1.143
B: -4.330 -0.423 -7.986  -1.178
H: -7.118 -0.826 -7.618  0.086
H: -3.917 0.734 -10.915  0.088
H: -8.960 4.296 -2.290  0.122
H: -12.090 -0.710 -5.441  0.124
H: -2.477 -0.706 -2.262  0.075
H: -9.874 3.401 -5.081  0.072
H: -11.137 0.801 -5.345  0.089
H: -5.356 -2.342 -12.735  0.102
H: 0.275 -2.412 -9.981  0.086
H: 0.993 -0.934 -10.186  0.081
H: -4.874 5.192 -4.197  0.089
H: -13.469 0.245 -7.250  0.076
H: -1.106 -0.012 -3.010  0.083
H: -2.888 0.693 -4.914  0.116
H: -1.968 -1.085 -3.924  0.081
H: -10.085 5.045 -4.380  0.082
H: -7.087 1.971 -6.628  0.117
H: -1.751 4.499 -8.888  0.089
H: -12.687 1.732 -7.087  0.078
H: -2.829 1.978 -10.588  0.089
H: -5.499 1.164 -6.526  0.085
H: -1.157 2.342 -6.877  0.128
H: -8.515 4.571 -4.694  0.078
H: 0.781 -1.978 -11.629  0.083
H: -7.535 0.334 -8.897  0.088
H: -13.571 1.096 -5.640  0.078
H: -4.888 -3.319 -14.136  0.097
H: -7.675 -1.456 -2.777  0.098
H: -8.686 -1.174 -4.115  0.096
H: -5.702 2.634 -5.792  0.095
H: -1.040 -0.085 -11.537  0.107
H: -2.482 4.430 -7.286  0.068
H: -4.052 0.518 -3.542  0.127
H: -7.495 -1.364 -9.256  0.102
H: -0.815 4.862 -7.472  0.086
H: -4.814 -1.628 -14.267  0.100
H: -4.398 1.808 -9.789  0.082
H: 0.888 3.101 -12.412  0.102
H: -2.154 2.190 -8.306  0.088
H: -6.843 -1.141 -4.205  0.090
H: 2.293 2.225 -12.081  0.095
H: -10.309 3.259 -2.613  0.123
H: -3.299 6.020 -4.396  0.098
H: -4.327 2.278 -11.390  0.145
H: -4.175 5.882 -2.826  0.096
H: -5.759 2.580 -7.415  0.092
H: -1.525 -0.810 -9.999  0.125
H: 0.824 1.290 -12.142  0.084

Cartesian forces (eV/Å) of the 2 atoms listed first:
F -0.154 0.726 0.536
F 0.230 -0.248 0.718

Its maximum force is 3.42 eV/Å. As for the lowest unoccupied orbital energy: 0.0158 Ha. The value obtained for the highest occupied orbital energy is -10.66 eV. For the total energy, the calculation gives -2878.15928 a.u. The energy above the lowest of the compared OMol25 structures with the same formula, charge and spin is 0.00 kcal/mol. Its gap between HOMO and LUMO is 11.094 eV.

2.
C27H22BBr2IrN5OPSe2 as an isolated structure, computed with ωB97M-V/def2-TZVPD.

Each line ends with the Löwdin charge.
Positions of all 62 atoms, in Å:
Ir: 0.220 -0.026 0.173  1.071
Br: -3.177 5.971 1.312  0.825
Br: -3.593 1.915 -2.540  0.857
Se: -0.471 -1.279 2.220  0.471
Se: 2.503 -0.327 1.134  0.567
P: 1.608 -2.009 2.246  0.338
O: -1.407 0.689 -0.800  -0.215
N: 1.229 0.887 -1.410  -0.165
N: -0.062 -1.785 -0.955  -0.135
N: -0.080 1.674 1.286  -0.131
N: 1.685 0.291 -2.514  -0.053
N: 0.373 -1.945 -2.222  -0.050
C: 2.488 2.362 -2.506  -0.026
C: 0.461 2.075 2.427  -0.143
C: 2.443 1.160 -3.191  -0.060
C: -1.525 3.626 1.315  -0.176
C: -0.903 4.046 2.503  0.007
C: 1.434 -5.925 1.268  -0.054
C: -3.162 3.831 -0.500  -0.154
C: 2.213 -2.299 3.907  -0.412
C: 2.311 -4.774 -0.659  -0.054
C: -1.126 -3.534 -1.850  -0.016
C: -1.096 2.416 0.754  -0.152
C: 1.891 -5.945 -0.045  -0.050
C: 2.272 -3.574 0.033  -0.115
C: -2.765 2.600 -1.025  -0.619
C: -2.575 4.329 0.639  -0.626
C: 3.469 -2.885 4.065  -0.078
C: 1.712 2.137 -1.380  -0.141
C: 3.233 -2.700 6.447  -0.051
C: 3.977 -3.080 5.337  -0.054
C: -0.988 -2.731 -0.731  -0.157
C: 1.470 -1.911 5.018  -0.096
C: 1.981 -2.122 6.290  -0.056
C: 1.389 -4.730 1.965  -0.076
C: 0.068 3.254 3.061  -0.013
C: -1.751 1.856 -0.395  -0.403
C: 1.803 -3.550 1.343  -0.412
C: -0.245 -2.995 -2.769  -0.053
B: 1.477 -1.181 -3.020  -0.387
H: -0.010 -3.281 -3.780  0.136
H: 2.672 -4.787 -1.679  0.118
H: 2.609 -2.665 -0.446  0.060
H: 0.553 3.534 3.985  0.120
H: 1.475 2.789 -0.555  0.109
H: 1.403 -1.835 7.158  0.115
H: 1.245 1.447 2.826  0.064
H: 3.631 -2.859 7.441  0.116
H: 0.497 -1.454 4.893  0.069
H: -1.776 -4.381 -1.972  0.110
H: 1.927 -6.881 -0.586  0.115
H: -3.949 4.385 -0.990  0.105
H: -1.498 -2.805 0.209  0.058
H: -1.202 4.972 2.973  0.093
H: 4.951 -3.533 5.465  0.115
H: 3.014 3.259 -2.782  0.106
H: 2.900 0.856 -4.118  0.136
H: 2.535 -1.756 -2.920  0.072
H: 4.041 -3.198 3.199  0.118
H: 1.081 -1.110 -4.152  0.082
H: 1.114 -6.840 1.747  0.115
H: 1.030 -4.717 2.988  0.118

Cartesian forces (eV/Å) of the 2 atoms listed first:
Ir 1.836 -1.933 -0.987
Br -0.077 0.273 0.146

The spin multiplicity is 2. Its maximum force is 2.84 eV/Å. As for the lowest unoccupied orbital energy (alpha / beta): -0.1186 / -0.2304 Ha. As for the total charge: +1. The value obtained for the highest occupied orbital energy (alpha / beta) is -10.27 / -10.24 eV. For the total energy, the calculation gives -11812.44903 a.u. The energy above the lowest of the compared OMol25 structures with the same formula, charge and spin is 6.37 kcal/mol. Its gap between HOMO and LUMO (alpha / beta) is 7.047 / 3.974 eV.

3.
C29H34CrF3N4P2 as an isolated structure, computed with ωB97M-V/def2-TZVPD.

Each line ends with the Löwdin charge.
Positions of all 73 atoms, in Å:
Cr: -0.453 -0.794 0.042  0.590
P: 0.677 2.092 0.009  0.938
P: 0.510 -0.209 -2.175  0.906
F: -2.681 -2.379 -0.048  0.084
F: -2.583 -1.106 -1.801  0.076
F: -1.340 -2.858 -1.662  0.065
N: 0.364 -2.655 0.417  -0.007
N: -1.135 -1.055 2.085  -0.200
N: 1.481 -0.491 1.388  0.018
N: -2.076 0.612 0.209  0.009
C: 1.125 -0.321 2.660  -0.270
C: 0.013 1.861 -4.023  -0.064
C: -0.270 3.429 0.871  -0.228
C: 0.011 3.186 -4.426  -0.037
C: -2.886 0.434 1.263  -0.225
C: -4.056 1.161 1.433  0.025
C: 1.337 -4.736 -0.262  0.001
C: 1.067 -3.395 -0.447  -0.096
C: -1.824 -1.822 -0.940  -0.641
C: -0.891 -2.444 2.518  -0.067
C: 0.480 3.876 -2.178  -0.068
C: -2.540 -0.657 2.237  -0.102
C: 0.207 -4.578 1.826  0.025
C: 2.364 2.750 0.346  -0.227
C: 0.268 1.532 -2.695  -0.398
C: 2.759 -0.744 1.123  -0.114
C: -3.625 2.232 -0.641  -0.006
C: 3.372 -0.590 3.421  -0.010
C: 3.738 -0.798 2.100  -0.009
C: 0.269 4.192 -3.509  -0.038
C: 0.469 2.553 -1.756  -0.400
C: -0.340 -0.105 2.882  -0.110
C: -4.432 2.089 0.477  0.003
C: 2.035 -0.363 3.706  0.019
C: 0.023 -1.182 -3.643  -0.227
C: 2.335 -0.224 -2.397  -0.216
C: -2.463 1.488 -0.723  -0.129
C: 0.899 -5.347 0.908  0.006
C: -0.056 -3.241 1.546  -0.210
H: 4.762 -0.991 1.828  0.122
H: -1.290 3.495 0.500  0.037
H: 2.563 0.171 -3.390  0.070
H: -0.159 -5.017 2.742  0.135
H: 1.859 -5.291 -1.025  0.125
H: 2.729 -1.237 -2.332  0.047
H: 1.705 -0.210 4.719  0.128
H: 0.662 4.668 -1.468  0.106
H: 0.619 -0.888 -4.508  0.060
H: 1.080 -6.389 1.104  0.128
H: 2.440 3.773 -0.022  0.053
H: -1.819 1.582 -1.584  0.096
H: 0.204 -2.239 -3.452  0.049
H: 2.535 2.739 1.422  0.052
H: -0.600 0.909 2.553  0.119
H: -4.666 0.991 2.304  0.132
H: 0.213 4.397 0.747  0.051
H: -0.187 3.429 -5.459  0.121
H: -0.189 1.098 -4.760  0.102
H: -5.340 2.659 0.591  0.129
H: -1.846 -2.971 2.626  0.149
H: -0.298 3.207 1.939  0.043
H: 4.100 -0.618 4.217  0.126
H: -3.195 -1.508 2.025  0.140
H: 0.303 5.222 -3.825  0.120
H: -0.582 -0.195 3.948  0.148
H: -0.402 -2.466 3.501  0.152
H: 1.390 -2.885 -1.344  0.099
H: -3.889 2.904 -1.440  0.126
H: 2.810 0.416 -1.657  0.025
H: -2.756 -0.330 3.264  0.151
H: 3.003 -0.915 0.085  0.097
H: -1.038 -1.049 -3.849  0.061
H: 3.125 2.143 -0.137  0.034

Cartesian forces (eV/Å) of the 2 atoms listed first:
Cr 2.042 2.690 1.286
P -0.194 0.720 -0.348

The spin multiplicity is 2. Its maximum force is 3.61 eV/Å. As for the lowest unoccupied orbital energy (alpha / beta): -0.2412 / -0.2235 Ha. As for the total charge: +2. The value obtained for the highest occupied orbital energy (alpha / beta) is -14.39 / -14.33 eV. For the total energy, the calculation gives -3370.82192 a.u. Its gap between HOMO and LUMO (alpha / beta) is 7.824 / 8.244 eV.

4.
C47H48MnN4OSi as an isolated structure, computed with ωB97M-V/def2-TZVPD.

Each line ends with the Löwdin charge.
Positions of all 102 atoms, in Å:
Mn: 0.164 -0.292 -0.091  0.892
Si: 0.801 -0.362 -3.205  0.662
O: -1.047 -1.834 1.066  -0.047
N: -0.280 0.856 1.482  -0.020
N: -1.186 0.766 -0.981  -0.025
N: 1.674 -0.853 1.255  0.044
N: -0.488 -2.436 -1.804  -0.201
C: 1.568 -0.204 -1.553  -0.266
C: 2.974 -1.475 -4.617  -0.110
C: -1.897 1.556 -0.071  -0.183
C: 2.087 -0.394 -4.580  -0.217
C: -2.104 -3.050 3.495  -0.172
C: 3.990 -1.551 -5.558  -0.095
C: 0.529 0.802 2.562  -0.208
C: -4.097 -1.720 2.969  -0.184
C: -1.432 1.606 1.277  -0.223
C: 1.584 -0.184 2.446  -0.130
C: -1.925 -2.765 -1.670  -0.189
C: -1.004 1.812 -5.757  -0.112
C: 2.411 0.344 4.680  -0.063
C: -1.401 -5.222 -1.593  -0.175
C: -1.653 0.656 -2.363  -0.293
C: 0.381 -3.469 -1.233  -0.216
C: -3.058 2.266 -0.393  -0.176
C: -2.192 2.262 2.244  -0.044
C: -3.772 2.958 0.586  -0.068
C: -4.761 -3.740 6.118  -0.043
C: -2.870 1.485 -2.672  -0.023
C: -2.129 -1.497 1.531  -0.150
C: -0.067 -2.062 -3.177  -0.198
C: 0.529 1.562 3.729  -0.015
C: -3.510 2.222 -1.775  -0.031
C: -0.532 0.996 -3.435  -0.395
C: 3.460 -1.432 3.294  0.000
C: 0.025 2.355 -3.200  -0.051
C: 1.458 1.323 4.756  -0.084
C: 0.092 -4.867 -1.776  -0.157
C: -3.357 2.946 1.902  -0.119
C: -4.848 -0.728 2.117  -0.025
C: 3.507 -2.115 2.110  -0.037
C: 0.071 3.308 -4.169  -0.099
C: 4.146 -0.534 -6.490  -0.097
C: 2.267 0.620 -5.522  -0.074
C: -2.779 -2.118 2.676  -0.087
C: -4.079 -3.177 4.903  -0.248
C: -0.692 -3.499 3.242  -0.020
C: -1.075 0.834 -4.815  -0.100
C: -0.423 3.066 -5.470  -0.095
C: 2.493 -0.424 3.495  -0.164
C: 3.283 0.552 -6.466  -0.082
C: -2.775 -3.556 4.596  -0.005
C: -2.171 -4.078 -0.936  -0.183
C: 2.594 -1.779 1.101  -0.112
C: -4.725 -2.265 4.081  -0.002
H: 0.363 2.581 -2.195  0.112
H: -3.210 1.457 -3.700  0.110
H: 4.238 -2.890 1.930  0.107
H: -2.445 -1.946 -1.164  0.096
H: -4.382 2.803 -2.054  0.110
H: -1.852 -5.434 -2.566  0.108
H: 2.881 -2.280 -3.893  0.092
H: -1.512 -6.131 -1.000  0.104
H: 3.399 1.354 -7.185  0.102
H: 3.109 0.162 5.487  0.105
H: -0.593 -3.990 2.273  0.076
H: -0.921 -2.098 -3.859  0.081
H: -4.932 -1.059 1.081  0.092
H: 1.416 -3.182 -1.437  0.101
H: -1.897 2.220 3.281  0.082
H: -3.243 -4.288 -0.950  0.118
H: 0.268 -3.458 -0.146  0.098
H: 4.164 -1.649 4.088  0.120
H: 1.402 1.945 5.642  0.105
H: -0.167 2.374 3.849  0.084
H: 2.081 0.748 -1.387  0.033
H: -0.382 -4.192 4.023  0.080
H: -3.924 3.459 2.668  0.095
H: 0.360 -4.906 -2.833  0.100
H: -5.857 -0.597 2.505  0.081
H: 0.736 -5.591 -1.270  0.109
H: 2.298 -1.007 -1.416  0.000
H: -0.002 -2.652 3.229  0.082
H: -2.267 -4.268 5.238  0.120
H: -2.372 -2.847 -2.668  0.118
H: -1.554 -0.110 -5.059  0.113
H: 4.936 -0.587 -7.228  0.099
H: -1.406 1.624 -6.746  0.105
H: -1.933 -0.386 -2.575  0.103
H: -4.318 -3.330 7.028  0.088
H: 1.610 1.480 -5.523  0.078
H: 2.625 -2.284 0.146  0.090
H: -1.891 -3.980 0.115  0.089
H: 4.661 -2.402 -5.564  0.099
H: 0.483 4.282 -3.932  0.103
H: -0.382 3.837 -6.226  0.092
H: -5.742 -1.968 4.309  0.117
H: 0.636 -2.804 -3.577  0.073
H: -2.667 -0.667 1.056  0.113
H: -4.649 -4.824 6.163  0.083
H: -4.668 3.494 0.292  0.105
H: -5.823 -3.502 6.125  0.076
H: -4.364 0.251 2.104  0.073

Cartesian forces (eV/Å) of the 2 atoms listed first:
Mn 0.559 -0.027 -0.280
Si 0.078 -0.086 0.027

The spin multiplicity is 6. Its maximum force is 0.63 eV/Å. As for the lowest unoccupied orbital energy (alpha / beta): -0.0088 / -0.0126 Ha. The value obtained for the highest occupied orbital energy (alpha / beta) is -5.92 / -6.41 eV. For the total energy, the calculation gives -3554.55844 a.u. Its gap between HOMO and LUMO (alpha / beta) is 5.678 / 6.070 eV.

Question: Look up the maximum force of the fourth one.
Answer: 0.63 eV/Å